w.
The molecule C3H6N2O3. Source: the OMol25 dataset; level of theory: the ωB97M-V functional and the def2-TZVPD basis.

```
14
Properties=species:S:1:pos:R:3
H 2.725 0.520 -0.775
N 0.076 -0.627 0.841
N -2.165 0.080 -0.616
H -0.016 0.365 1.212
O -1.305 1.128 -0.150
H -1.546 1.904 -0.513
H 2.332 0.822 1.124
C 1.988 0.532 0.115
H -2.672 -1.728 -0.409
O -0.992 -1.308 0.829
H 1.297 1.465 -0.256
O 1.065 -1.447 -1.073
C 1.035 -0.676 -0.118
C -1.821 -1.028 -0.210
```

The calculation puts the HOMO energy at -9.755 eV. The structure (SMILES) is CC(=O)NO/C=N\O.

Charges in e, computed with natural (NBO), in the same order as the atoms: H 0.257; N -0.320; N -0.168; H 0.390; O -0.621; H 0.478; H 0.244; C -0.746; H 0.211; O -0.312; H 0.228; O -0.601; C 0.648; C 0.314

---

x.
The molecule C3H6N2O3. Source: the OMol25 dataset; level of theory: the ωB97M-V functional and the def2-TZVPD basis.

```
14
Properties=species:S:1:pos:R:3
C -0.913 0.148 -0.626
N 0.572 0.570 -0.236
O 2.422 -0.671 0.346
H 1.723 1.844 0.549
H 2.724 -1.589 0.323
H -1.491 0.180 1.444
C -1.845 0.546 0.484
H -1.888 1.634 0.516
O 0.896 1.429 0.835
H -2.845 0.183 0.259
N 0.460 -1.624 -0.481
O -1.233 -0.030 -1.767
C 1.227 -0.616 -0.269
H 0.190 -2.004 -1.379
```

The calculation puts the HOMO energy at -8.727 eV. The structure (SMILES) is [H]/N=C(/O)N(O)C(C)=O.

Charges in e, computed with natural (NBO), in the same order as the atoms: C 0.761; N -0.257; O -0.658; H 0.483; H 0.509; H 0.240; C -0.727; H 0.252; O -0.546; H 0.240; N -0.905; O -0.540; C 0.734; H 0.413

---

y.
A cluster of 2 separate species, C3H6N2O3 in total. Source: the OMol25 dataset; level of theory: the ωB97M-V functional and the def2-TZVPD basis.

```
14
Properties=species:S:1:pos:R:3
H -1.322 -0.269 2.494
H -0.008 -1.316 1.854
N 1.959 0.611 -1.480
O 0.762 2.047 -0.151
C -0.960 0.052 0.496
O -0.004 -1.728 -0.509
H 2.445 -0.256 -1.310
O -1.223 -0.417 -1.836
N -0.695 -0.669 -0.518
H -1.565 0.936 0.333
C 1.445 1.317 -0.710
C -0.477 -0.344 1.839
H 0.210 0.475 2.045
H -0.569 -0.438 -2.548
```

The calculation puts the HOMO energy at -8.862 eV. The structure (SMILES) is C/C=[N+](\[O-])O.N=C=O.

Charges in e, computed with natural (NBO), in the same order as the atoms: H 0.230; H 0.258; N -0.759; O -0.522; C 0.028; O -0.564; H 0.435; O -0.577; N 0.327; H 0.225; C 0.850; C -0.661; H 0.234; H 0.495

---

z.
A structure of composition C3H6N2O3. Source: the OMol25 dataset; level of theory: the ωB97M-V functional and the def2-TZVPD basis.

```
14
Properties=species:S:1:pos:R:3
H -1.665 1.466 -0.504
N 0.618 -2.192 0.052
H -1.946 0.221 1.247
O 0.236 2.492 -1.066
N 0.800 1.258 -0.910
H -0.539 1.867 1.188
C 1.060 -0.883 0.208
C 0.345 0.471 0.098
C -1.091 1.033 0.572
H 0.941 2.696 -1.637
O 2.238 -0.660 0.245
O -0.826 -2.122 -0.044
H -1.354 -2.704 0.881
H 1.184 -2.944 -0.331
```

The calculation puts the HOMO energy at -9.457 eV.

Charges in e, computed with natural (NBO), in the same order as the atoms: H 0.257; N -0.352; H 0.237; O -0.533; N -0.124; H 0.246; C 0.605; C 0.106; C -0.708; H 0.495; O -0.550; O -0.554; H 0.461; H 0.410

---

Which is most stable? The ranking, best first, is x, y, w, z.